(1)
Here is a structure of composition C6H9NO at a distorted geometry from the OMol25 dataset. Energies are from wB97M-V/def2-TZVPD.

Geometry (Å):
C  0.7746  -1.5075  -1.2888
C  0.2161  -0.3756  -0.4494
C  -1.1327  0.9183  0.3690
C  0.0424  1.7661  0.2397
C  0.9628  0.8797  -0.3117
C  -0.4667  -0.4582  0.9816
H  0.8159  -0.8826  -2.2209
H  0.1310  -2.3600  -1.1784
H  1.7721  -1.7286  -0.8915
H  -1.8677  -0.4987  -0.9924
H  -2.0989  1.2927  0.7537
H  0.2790  2.7216  0.6562
H  1.9641  0.9773  -0.3049
H  -1.2524  -1.2492  1.0454
H  0.6840  0.6236  2.3115
N  -1.1034  0.2018  -0.9467
O  0.2797  -0.3207  2.2277

Results
**Total charge**: 0
**LUMO energy**: 0.88 eV
**HOMO-LUMO gap**: 9.725 eV
**Molar mass**: 111.144 g mol⁻¹
**Energy above the lowest of the compared OMol25 structures with the same formula, charge and spin**: 3.554 eV

Mulliken atomic charge list, values in e, 2 entries: -1.4392, 0.8209

=====

(2)
Here is a cluster of 6 separate species, C49H70BBrFN6O7PS in total at a distorted geometry from the OMol25 dataset. Energies are from wB97M-V/def2-TZVPD.

Geometry (Å):
C  3.6270  4.1373  2.7325
C  3.4441  2.6898  3.4243
C  2.1609  1.8575  2.9479
C  2.0938  1.4236  1.4039
Br  4.0006  1.3125  0.7054
O  1.5964  0.1124  1.1095
C  0.1976  -0.1351  1.3663
C  -0.6163  0.1086  0.0327
F  -1.6116  1.1652  0.2848
C  -1.3537  -1.0486  -0.7296
C  -0.7046  -1.3608  -2.1994
C  0.0981  -1.5375  2.1163
C  0.8451  -1.5684  3.5835
C  -0.0313  -1.0400  4.7956
O  -0.1515  0.3969  4.9149
C  0.1524  0.8446  6.2655
C  1.7282  0.8797  6.5887
O  -1.0859  -2.2660  2.2505
C  -2.3878  -1.7728  2.3881
S  -2.7407  -0.0756  3.0125
C  -3.2029  -2.9114  3.2565
C  -4.0173  -2.3616  4.5088
C  -5.4840  -1.7502  4.1788
C  -5.8763  -1.7532  2.6305
N  -7.0423  -0.8228  2.3608
C  -7.7536  0.0574  3.2612
C  -8.7905  0.7523  2.3297
C  -8.6608  0.2365  0.8661
C  -7.5062  -0.7853  0.9924
B  1.1417  -2.5243  1.2542
O  2.5188  -2.7580  1.6928
O  0.7555  -3.2391  0.0753
C  1.8713  -3.5904  -0.7765
C  2.6749  -2.3561  -1.4120
P  1.3775  2.8979  0.4594
O  1.4358  2.7754  -1.2355
O  -0.0548  3.5406  1.1066
H  4.1684  4.8532  3.4620
H  2.5602  4.5774  2.6350
H  4.1128  4.1081  1.7036
H  3.2478  2.9338  4.5428
H  4.4244  2.0757  3.4550
H  1.2528  2.5609  3.1165
H  2.0221  1.0108  3.6985
H  -0.1547  0.6715  2.1234
H  0.1122  0.5984  -0.7255
H  -1.4746  -2.0573  -0.2273
H  -2.4280  -0.6916  -0.9770
H  -1.2592  -0.6612  -2.9386
H  0.3947  -1.0743  -2.2708
H  -0.9422  -2.4232  -2.5547
H  1.0031  -2.7010  3.7731
H  1.8892  -1.1183  3.5602
H  0.4726  -1.4141  5.7708
H  -1.0735  -1.5470  4.7988
H  -0.3674  0.1579  7.0411
H  -0.2523  1.8947  6.4544
H  2.3450  1.5053  5.8632
H  1.9424  1.1804  7.6807
H  2.0972  -0.2156  6.5037
H  -2.9277  -1.8365  1.3589
H  -3.3776  0.6780  2.0083
H  -2.4130  -3.6462  3.6807
H  -3.8522  -3.5726  2.5641
H  -4.2485  -3.2967  5.1594
H  -3.4075  -1.6921  5.2282
H  -5.4222  -0.6359  4.4930
H  -6.2924  -2.2038  4.8617
H  -5.0537  -1.4201  1.9177
H  -6.2600  -2.8191  2.3904
H  -7.5599  0.1795  4.3727
H  -9.5317  1.5503  2.6852
H  -9.2261  0.5288  -0.0752
H  -7.1236  -1.3882  0.1119
H  2.9706  -1.9040  1.8607
H  2.6059  -4.3479  -0.3023
H  1.4151  -4.1681  -1.6717
H  3.7556  -2.3638  -1.0124
H  2.2536  -1.3228  -1.1799
H  2.7106  -2.4598  -2.5513
H  2.3111  2.4295  -1.5200
H  -0.5239  4.0822  0.4342
C  -13.7054  -1.4177  4.0831
C  -12.5614  -0.6756  3.8276
C  -11.5043  -1.3000  3.1840
N  -11.5211  -2.5859  2.7954
C  -12.6395  -3.2814  3.0564
C  -13.7501  -2.7479  3.6905
H  -14.5542  -0.9641  4.5836
H  -12.4918  0.3646  4.1212
H  -10.5894  -0.7607  2.9592
H  -12.6249  -4.3177  2.7338
H  -14.6271  -3.3564  3.8735
C  3.6121  5.7228  -4.1691
C  4.9856  5.5267  -4.1743
C  5.5945  5.1244  -2.9966
N  4.9329  4.9162  -1.8460
C  3.6045  5.1153  -1.8682
C  2.9027  5.5135  -2.9952
H  3.0995  6.0365  -5.0720
H  5.5693  5.6824  -5.0728
H  6.6656  4.9548  -2.9510
H  3.0954  4.9420  -0.9248
H  1.8300  5.6568  -2.9559
C  3.7961  -3.7824  -6.4912
C  3.3496  -2.4893  -6.2604
C  2.0179  -2.3059  -5.9240
N  1.1307  -3.3077  -5.8115
C  1.5884  -4.5485  -6.0418
C  2.9009  -4.8366  -6.3800
H  4.8317  -3.9669  -6.7554
H  4.0206  -1.6429  -6.3393
H  1.6217  -1.3141  -5.7307
H  0.8501  -5.3384  -5.9462
H  3.2152  -5.8584  -6.5527
C  5.1319  5.9090  -10.3439
C  4.1340  4.9941  -10.0417
C  3.7825  4.8228  -8.7125
N  4.3543  5.4884  -7.6959
C  5.3185  6.3664  -8.0165
C  5.7387  6.6123  -9.3135
H  5.4342  6.0723  -11.3726
H  3.6397  4.4271  -10.8207
H  3.0056  4.1213  -8.4263
H  5.7654  6.8890  -7.1765
H  6.5206  7.3344  -9.5132
C  7.4379  -3.7765  0.2954
C  6.9104  -2.5398  -0.0467
C  7.2767  -1.9844  -1.2624
N  8.1170  -2.5719  -2.1294
C  8.6144  -3.7668  -1.7730
C  8.3075  -4.4068  -0.5830
H  7.1742  -4.2445  1.2376
H  6.2295  -2.0191  0.6155
H  6.8882  -1.0209  -1.5762
H  9.2923  -4.2177  -2.4908
H  8.7375  -5.3726  -0.3484

Results
**Total charge**: 0
**LUMO energy**: 0.18 eV
**HOMO-LUMO gap**: 7.521 eV
**Structure (SMILES)**: CCC[C@@](Br)(O[C@@H]([C@H](F)CC)[C@@](CCOCC)(O[C@H](S)CCCCn1cccc1)B(O)OCC)P(O)O.c1ccncc1.c1ccncc1.c1ccncc1.c1ccncc1.c1ccncc1
**Molar mass**: 1027.889 g mol⁻¹
**Energy above the lowest of the compared OMol25 structures with the same formula, charge and spin**: 0.000 eV

Mulliken atomic charge list, values in e, 2 entries: -0.9060, -0.8322

=====

(3)
Here is a structure of composition C8H34B3N2O2V at a distorted geometry from the OMol25 dataset. Energies are from wB97M-V/def2-TZVPD.

Geometry (Å):
V  -0.3870  1.4556  0.0805
B  -2.6202  1.3760  -0.7295
H  -2.2637  0.8145  0.1883
H  -3.5139  1.9719  -0.2922
H  -1.8086  2.0608  -1.1128
H  -2.9176  0.6967  -1.6278
B  -0.4729  2.0692  2.5243
H  -0.8823  1.3176  3.3227
H  -1.3734  2.4164  1.9211
H  0.0980  2.8804  3.1241
H  0.1851  1.4509  1.8425
B  -0.1050  3.7843  -0.3561
H  -1.0923  3.5541  0.1549
H  0.7151  3.3483  0.2984
H  0.0603  3.3488  -1.4256
H  -0.0312  4.9411  -0.3453
C  -1.3988  -2.2173  -0.7905
C  -1.2846  -1.9479  0.7377
C  -0.8104  -3.1703  1.4906
O  -1.8421  -4.1482  1.4190
C  -1.3378  -5.4779  1.4011
N  -0.4138  -0.7900  0.9796
H  -1.7845  -3.2314  -0.8758
H  -0.4752  -2.0096  -1.3279
H  -2.1093  -1.4771  -1.1653
H  -2.2632  -1.7661  1.1844
H  -0.6022  -2.8081  2.5068
H  0.1219  -3.5722  1.0764
H  -1.1290  -5.7908  2.4282
H  -0.4310  -5.5477  0.7991
H  -2.1189  -6.1204  1.0001
H  0.5426  -0.9987  1.2676
H  -0.7524  -0.3725  1.8547
C  2.1541  0.1875  -3.3449
C  1.6477  0.2662  -1.9093
C  2.4657  1.1241  -0.9739
O  1.8716  1.0857  0.3164
C  2.6943  1.6768  1.3453
N  0.2044  0.6723  -1.9064
H  2.1155  1.1641  -3.8290
H  1.5337  -0.5453  -3.8733
H  3.1232  -0.2956  -3.5052
H  1.8286  -0.7313  -1.4914
H  2.7851  2.1005  -1.3637
H  3.4656  0.6802  -0.8344
H  2.5309  2.7509  1.2873
H  3.7492  1.4144  1.2282
H  2.3195  1.2030  2.2466
H  0.2360  1.3682  -2.6517
H  -0.2270  -0.1624  -2.2944

Results
**2S+1**: 4
**Total charge**: -1
**LUMO energy (alpha / beta)**: 2.41 / 2.41 eV
**HOMO-LUMO gap (alpha / beta)**: 5.364 / 7.504 eV
**Molar mass**: 273.752 g mol⁻¹

Mulliken atomic charge list, values in e, 2 entries: 0.2156, 1.0071